This record from the Open Molecules 2025 dataset describes a structure of composition C65H45I2NO10. The level of theory is ωB97M-V/def2-TZVPD.

ORCA input file:
```
! wB97M-V def2-TZVPD RIJCOSX def2/J DEFGRID3
* xyz 0 1
C 12.7517 1.5225 -0.2053
C 11.6572 1.2628 -1.2264
N 10.3593 0.9614 -0.6042
C 9.2710 1.7514 -0.9375
C 9.3768 3.1335 -0.7634
C 8.3351 3.9824 -1.0692
I 8.8158 6.0100 -0.8285
C 7.0940 3.5189 -1.5321
C 5.9079 4.3912 -1.8449
I 5.1810 5.4509 -0.1038
C 6.0646 5.3096 -3.0512
C 4.7133 5.7684 -3.6138
C 6.9988 2.1367 -1.7213
C 8.0543 1.2584 -1.4330
C 7.8400 -0.1923 -1.6380
O 8.7290 -0.9981 -1.8446
C 6.4330 -0.6646 -1.5577
O 6.2624 -1.9564 -1.1634
C 5.4183 0.1420 -1.8830
C 4.0036 -0.3530 -1.8855
C 2.9475 0.7161 -1.6506
O 2.3805 1.2703 -2.5554
C 2.6532 1.0315 -0.2162
C 1.8838 0.1714 0.5587
C 1.6292 0.4890 1.8837
C 2.1427 1.6516 2.4409
C 2.9100 2.5091 1.6682
C 3.1660 2.1991 0.3408
C 5.7814 1.5071 -2.3325
O 5.1495 2.0465 -3.2124
H 13.7353 1.4932 -0.6698
H 12.7129 0.7639 0.5731
H 12.6318 2.4933 0.2731
H 11.9448 0.4067 -1.8366
H 11.5420 2.1200 -1.8862
H 10.1371 -0.0171 -0.6773
H 10.3077 3.5231 -0.3806
H 5.0713 3.7467 -2.0579
H 6.6840 6.1659 -2.8121
H 6.5641 4.7042 -3.8081
H 3.9161 5.6509 -2.8823
H 4.7344 6.8152 -3.9055
H 4.4446 5.1886 -4.4928
H 6.6691 -2.5456 -1.8104
H 3.9174 -1.1034 -1.1040
H 3.7730 -0.8201 -2.8449
H 1.4737 -0.7321 0.1276
H 1.0247 -0.1700 2.4898
H 1.9252 1.8771 3.4742
H 3.3111 3.4263 2.0741
H 3.7519 2.8673 -0.2775
C -1.7234 3.1036 7.8411
C -3.0449 3.4889 8.0402
C -4.0099 3.1779 7.0975
C -3.6564 2.4863 5.9460
C -2.3275 2.1112 5.7399
C -1.3650 2.4164 6.6943
C -1.9153 1.3918 4.5014
O -0.7652 1.0432 4.3314
C -2.9615 1.1110 3.4788
C -2.5917 0.4914 2.2904
C -3.5511 0.2026 1.3350
C -4.8839 0.5252 1.5671
C -5.2580 1.1513 2.7435
C -4.2974 1.4538 3.7008
C -4.7166 2.1468 4.9524
O -5.8779 2.4271 5.1572
H -0.9726 3.3430 8.5823
H -3.3211 4.0321 8.9341
H -5.0418 3.4661 7.2423
H -0.3410 2.1135 6.5256
H -1.5520 0.2435 2.1250
H -3.2665 -0.2834 0.4108
H -5.6330 0.2779 0.8261
H -6.2912 1.4058 2.9342
C -3.3303 -4.1644 5.7007
C -3.1469 -3.0667 4.8664
C -3.3781 -3.1818 3.5065
C -3.7874 -4.3994 2.9748
C -3.9613 -5.5039 3.8106
C -3.7360 -5.3799 5.1755
C -4.3771 -6.8262 3.2603
O -4.5386 -7.7847 3.9841
C -4.5871 -6.9298 1.7861
C -4.9371 -8.1580 1.2408
C -5.1492 -8.2737 -0.1227
C -5.0180 -7.1625 -0.9482
C -4.6658 -5.9361 -0.4114
C -4.4441 -5.8159 0.9554
C -4.0458 -4.4946 1.5122
O -3.9312 -3.5154 0.8021
H -3.1546 -4.0701 6.7641
H -2.8240 -2.1197 5.2788
H -3.2469 -2.3330 2.8487
H -3.8805 -6.2406 5.8135
H -5.0408 -9.0133 1.8937
H -5.4194 -9.2321 -0.5455
H -5.1898 -7.2546 -2.0123
H -4.5598 -5.0661 -1.0450
C -4.3027 -2.2046 -2.0329
C -5.6078 -2.1688 -1.5530
C -6.6100 -1.5846 -2.3100
C -6.3113 -1.0238 -3.5458
C -4.9988 -1.0476 -4.0212
C -3.9988 -1.6442 -3.2628
C -4.6422 -0.4307 -5.3311
O -3.5060 -0.4643 -5.7519
C -5.7316 0.2311 -6.1056
C -5.4197 0.8535 -7.3077
C -6.4171 1.4644 -8.0480
C -7.7317 1.4518 -7.5940
C -8.0479 0.8352 -6.3957
C -7.0495 0.2274 -5.6448
C -7.4103 -0.4123 -4.3468
O -8.5579 -0.4323 -3.9553
H -3.5287 -2.6705 -1.4389
H -5.8378 -2.6019 -0.5886
H -7.6301 -1.5550 -1.9524
H -2.9877 -1.6599 -3.6457
H -4.3944 0.8529 -7.6503
H -6.1720 1.9522 -8.9820
H -8.5099 1.9264 -8.1768
H -9.0649 0.8200 -6.0296
*
```

Computed properties:
* frontier orbital gap: 7.4 eV
* electronic energy: -106303.2251 eV
* LUMO energy: -1.177 eV

Results of the Löwdin charge analysis, in e, for atoms 1 through 6: -0.0908, -0.2410, 0.0353, -0.1934, -0.0982, -0.6082